Entry from the Open Molecules 2025 dataset: a 2-piece molecular cluster, C6H12O overall (ωB97M-V/def2-TZVPD).

```
19
Properties=species:S:1:pos:R:3
C 2.67 0.18 -0.02
C 1.42 0.96 0.30
O 0.77 0.76 1.31
C -0.69 -0.99 0.69
C -1.79 -0.92 1.41
C -0.63 -0.46 -0.70
C -1.62 0.64 -1.07
H 2.56 -0.89 0.20
H 3.41 0.59 0.68
H 3.04 0.31 -1.04
H 0.38 -0.03 -0.90
H 1.20 1.83 -0.35
H 0.13 -1.65 0.99
H -2.57 -0.20 1.14
H -1.97 -1.58 2.24
H -0.73 -1.34 -1.35
H -1.35 1.01 -2.06
H -2.66 0.31 -1.12
H -1.56 1.47 -0.36
```

Values from the calculation:
Energy relative to the best compared isomer or geometry (same formula, charge and spin) in kcal per mole: 50.8
HOMO energy in eV: -9.1
SMILES: C=CCC.CC=O

***

Entry from the Open Molecules 2025 dataset: one molecule with the formula C6H12O (ωB97M-V/def2-TZVPD).

```
19
Properties=species:S:1:pos:R:3
C -2.68 -0.96 0.42
C -1.46 -0.91 -0.57
C -0.17 -0.05 -0.01
C 1.63 -0.23 0.02
C 2.81 0.83 0.31
C -0.27 1.35 -0.52
O 0.63 2.14 -0.39
H -3.55 -1.49 -0.01
H -2.44 -1.50 1.35
H -3.05 0.03 0.71
H -1.24 -1.94 -0.84
H -1.87 -0.46 -1.49
H -0.32 -0.09 1.06
H 1.89 -0.66 -0.94
H 1.75 -0.96 0.82
H 3.76 0.26 0.40
H 2.74 1.40 1.24
H 3.00 1.56 -0.49
H -1.17 1.66 -1.09
```

Values from the calculation:
Energy relative to the best compared isomer or geometry (same formula, charge and spin) in kcal per mole: 62.8
HOMO energy in eV: -9.5
SMILES: CCC(C=O)CC

***

Entry from the Open Molecules 2025 dataset: one molecule with the formula C6H12O (ωB97M-V/def2-TZVPD).

```
19
Properties=species:S:1:pos:R:3
C 1.03 1.42 1.01
O 2.05 -0.58 -0.75
C 0.78 -1.20 -0.71
C -0.35 -0.27 -0.23
C 0.04 1.19 -0.15
C -1.74 -0.72 -0.62
C -1.31 -0.75 0.82
H 1.87 0.73 1.01
H 0.48 1.25 1.95
H 1.43 2.44 1.04
H 0.55 -1.59 -1.71
H 0.89 -2.05 -0.04
H 1.92 0.26 -1.20
H -0.85 1.80 0.05
H 0.40 1.55 -1.13
H -1.81 -1.68 -1.12
H -2.48 0.00 -0.94
H -1.14 -1.71 1.30
H -1.74 0.01 1.48
```

Values from the calculation:
Energy relative to the best compared isomer or geometry (same formula, charge and spin) in kcal per mole: 33.8
HOMO energy in eV: -9.8
SMILES: CCC1(CO)CC1

***

Entry from the Open Molecules 2025 dataset: one molecule with the formula C6H12O (ωB97M-V/def2-TZVPD).

```
19
Properties=species:S:1:pos:R:3
C -1.88 -0.05 -0.11
C -0.54 -0.02 0.64
C -0.56 1.14 1.65
C 0.69 0.23 -0.22
C 1.96 -0.58 -0.14
C 1.23 -0.47 -1.43
O 0.74 -1.69 -1.88
H -2.08 -1.03 -0.57
H -2.70 0.15 0.59
H -1.92 0.72 -0.89
H -0.41 -0.97 1.17
H -1.36 1.05 2.39
H -0.73 2.08 1.10
H 0.40 1.23 2.18
H 0.88 1.31 -0.28
H 2.93 -0.14 0.03
H 1.83 -1.57 0.28
H 1.64 0.19 -2.21
H -0.11 -1.58 -2.30
```

Values from the calculation:
Energy relative to the best compared isomer or geometry (same formula, charge and spin) in kcal per mole: 31.9
HOMO energy in eV: -9.7
SMILES: CC(C)[C@H]1C[C@H]1O

***

Entry from the Open Molecules 2025 dataset: one molecule with the formula C6H12O (ωB97M-V/def2-TZVPD).

```
19
Properties=species:S:1:pos:R:3
C -0.25 -2.20 -0.21
C 0.66 -0.83 -0.78
C -0.26 0.08 -1.60
O -0.85 1.00 -0.70
C 0.13 1.39 0.26
C -0.57 1.80 1.54
C 0.98 0.12 0.40
H -0.33 -2.86 -1.07
H -1.30 -1.98 0.13
H 0.17 -2.82 0.62
H 1.53 -1.26 -1.28
H 0.31 0.61 -2.38
H -1.05 -0.51 -2.04
H 0.68 2.28 -0.13
H -1.28 2.62 1.37
H 0.16 2.13 2.29
H -1.11 0.94 1.95
H 0.39 -0.73 0.78
H 1.99 0.22 0.84
```

Values from the calculation:
Energy relative to the best compared isomer or geometry (same formula, charge and spin) in kcal per mole: 57.5
HOMO energy in eV: -9.6
SMILES: C[C@H]1CO[C@@H](C)C1

***

Entry from the Open Molecules 2025 dataset: a 2-piece molecular cluster, C6H12O overall (ωB97M-V/def2-TZVPD).

```
19
Properties=species:S:1:pos:R:3
C 0.95 1.61 1.07
C 1.00 0.48 0.06
C -0.09 0.10 -0.64
C -1.46 0.44 -0.33
C -2.52 0.17 -1.09
C 2.37 -0.02 -0.26
H 1.95 1.89 1.40
H 0.42 1.40 2.01
H 0.53 2.53 0.66
H 0.06 -0.40 -1.59
H -1.62 1.07 0.55
H -2.47 -0.45 -1.98
H -3.55 0.32 -0.76
H 2.98 0.79 -0.66
H 2.26 -0.69 -1.12
H 2.92 -0.43 0.59
H -1.99 -3.09 0.85
H -0.68 -2.42 0.55
O -1.06 -3.30 0.68
```

Values from the calculation:
Energy relative to the best compared isomer or geometry (same formula, charge and spin) in kcal per mole: 35.1
HOMO energy in eV: -8.6
SMILES: C=CC=C(C)C.O

***

Entry from the Open Molecules 2025 dataset: one molecule with the formula C6H12O (ωB97M-V/def2-TZVPD).

```
19
Properties=species:S:1:pos:R:3
C -2.26 -0.14 0.86
C -1.23 0.89 0.18
C -0.36 0.30 -0.93
C 1.02 0.76 -1.36
C 0.84 -0.57 -0.67
C 1.39 -0.76 0.72
O 2.76 -1.09 0.71
H -2.93 -0.47 0.08
H -2.87 0.28 1.69
H -1.75 -1.02 1.31
H -0.86 1.02 1.18
H -1.76 1.77 -0.22
H -0.97 -0.03 -1.77
H 1.28 0.76 -2.41
H 1.49 1.57 -0.81
H 0.93 -1.45 -1.30
H 1.20 0.14 1.32
H 0.88 -1.60 1.20
H 3.21 -0.39 0.21
```

Values from the calculation:
Energy relative to the best compared isomer or geometry (same formula, charge and spin) in kcal per mole: 43.4
HOMO energy in eV: -10.1
SMILES: CC[C@H]1C[C@H]1CO

***

Entry from the Open Molecules 2025 dataset: C6H12O as an isolated structure (ωB97M-V/def2-TZVPD).

```
19
Properties=species:S:1:pos:R:3
C 2.85 0.06 -0.34
O 1.52 -0.08 -0.80
C 0.61 -0.32 0.37
C -0.99 -0.05 0.67
C -1.47 1.39 0.64
C -0.91 -0.71 -0.91
C -1.95 -1.00 0.06
H 3.24 -0.85 0.15
H 2.97 0.88 0.38
H 3.51 0.27 -1.19
H 0.86 -1.31 0.73
H 0.92 0.45 1.04
H -0.69 2.14 0.78
H -2.20 1.55 1.44
H -2.00 1.67 -0.29
H -0.32 -1.56 -1.28
H -1.05 0.07 -1.64
H -1.99 -2.02 0.42
H -2.91 -0.56 -0.20
```

Values from the calculation:
Energy relative to the best compared isomer or geometry (same formula, charge and spin) in kcal per mole: 115.2
HOMO energy in eV: -8.0

***

Entry from the Open Molecules 2025 dataset: C6H12O as an isolated structure (ωB97M-V/def2-TZVPD).

```
19
Properties=species:S:1:pos:R:3
C 1.67 -0.06 -1.22
C 1.30 0.63 0.09
O 1.00 2.02 -0.16
C -0.41 1.77 -0.03
C -0.12 0.44 0.72
C -0.96 -0.99 1.58
C -1.16 -0.97 -0.32
H 2.62 0.32 -1.59
H 1.77 -1.14 -1.09
H 0.92 0.12 -2.00
H 2.16 0.53 0.77
H -0.84 1.63 -1.03
H -0.94 2.62 0.44
H -0.01 -1.29 2.00
H -1.53 -1.97 1.47
H -1.62 -0.40 2.21
H -0.74 -1.97 -0.49
H -0.86 -0.29 -1.08
H -2.26 -1.00 -0.27
```

Values from the calculation:
Energy relative to the best compared isomer or geometry (same formula, charge and spin) in kcal per mole: 182.1
HOMO energy in eV: -7.0

***

Entry from the Open Molecules 2025 dataset: one molecule with the formula C6H12O2 (ωB97M-V/def2-TZVPD).

```
20
Properties=species:S:1:pos:R:3
C 0.37 -1.11 0.21
C -0.65 0.81 -0.86
C 0.17 -2.31 -0.62
C 1.38 1.16 0.71
C -1.73 1.15 0.17
C 0.76 0.21 -0.35
O 0.08 -1.29 1.48
O 1.58 -0.13 -1.32
H 0.27 -0.48 1.99
H -1.03 0.13 -1.63
H -0.30 1.70 -1.39
H 1.13 -2.83 -0.65
H -0.60 -2.97 -0.22
H -0.03 -2.00 -1.65
H 0.77 1.33 1.61
H 2.35 0.76 1.01
H 1.54 2.12 0.23
H -2.60 1.59 -0.33
H -2.07 0.28 0.72
H -1.37 1.89 0.89
```

Values from the calculation:
Energy relative to the best compared isomer or geometry (same formula, charge and spin) in kcal per mole: 76.5
HOMO energy (spin up / spin down) in eV: -7.7 / -7.7

***

Entry from the Open Molecules 2025 dataset: C6H12O2 as an isolated structure (ωB97M-V/def2-TZVPD).

```
20
Properties=species:S:1:pos:R:3
O 0.05 -3.01 -0.07
C 0.57 -2.65 1.00
O 0.12 -2.23 2.08
C 1.52 1.30 -0.97
C 0.91 0.13 -0.24
C -0.51 0.39 0.09
C -1.74 -0.53 -0.21
C -0.61 1.96 0.04
H 1.72 -2.60 1.01
H 2.51 1.73 -0.68
H 1.28 -0.18 0.74
H 1.15 1.58 -1.95
H 1.26 -0.63 -0.95
H -0.79 0.43 1.16
H -1.42 -1.29 -0.92
H -1.97 -1.26 0.58
H -2.58 0.05 -0.60
H -1.23 2.26 0.91
H -0.82 2.56 -0.86
H 0.58 1.98 -0.18
```

Values from the calculation:
Energy relative to the best compared isomer or geometry (same formula, charge and spin) in kcal per mole: 193.4
HOMO energy in eV: -7.4

***

Entry from the Open Molecules 2025 dataset: one molecule with the formula C6H12O2 (ωB97M-V/def2-TZVPD).

```
20
Properties=species:S:1:pos:R:3
C 0.40 -0.26 0.10
C -0.92 1.53 1.12
C 0.65 0.47 -1.22
C 1.64 -1.07 0.50
C -0.78 -1.20 0.06
C -1.43 -1.61 -1.01
O 0.23 0.70 1.18
O -0.58 2.69 0.43
H 0.36 2.84 0.77
H -1.76 1.07 0.59
H -1.16 1.74 2.18
H -1.11 -1.50 1.05
H 1.47 -1.55 1.46
H 1.48 1.16 -1.10
H 0.91 -0.25 -2.00
H -0.23 1.03 -1.52
H 2.50 -0.41 0.58
H 1.83 -1.84 -0.24
H -2.30 -2.24 -0.92
H -1.18 -1.30 -2.00
```

Values from the calculation:
Energy relative to the best compared isomer or geometry (same formula, charge and spin) in kcal per mole: 39.6
HOMO energy in eV: -10.0
SMILES: C=CC(C)(C)OCO

***

no.,electronic energy (eV)
1,-8462.15078
2,-8461.63166
3,-8462.88681
4,-8462.97114
5,-8461.86166
6,-8462.83268
7,-8462.47235
8,-8459.35818
9,-8456.45847
10,-10508.98752
11,-10503.91974
12,-10510.59120